No. 1
This record from the OMol25 dataset describes 7 unconnected molecules or ions with the total composition C18H52ClN4O10. The level of theory is the ωB97M-V functional and the def2-TZVPD basis.

Calculated values
Total charge: -1
Energy above the lowest of the compared OMol25 structures with the same formula, charge and spin: 148.91 kcal per mole

```
85
Properties=species:S:1:pos:R:3:mulliken_charge:R:1
Cl -0.62 -2.90 -0.08 1.621
O 0.18 -2.08 0.74 -0.672
O -1.73 -3.22 0.74 -0.640
O -1.08 -2.05 -1.16 -0.672
O 0.06 -4.00 -0.61 -0.636
C 3.76 -5.97 -3.04 -0.606
O 3.88 -5.30 -1.76 -0.494
H 4.64 -6.57 -3.25 0.268
H 2.88 -6.61 -3.12 0.256
H 3.86 -5.33 -3.91 0.245
H 2.98 -5.02 -1.62 0.330
C 0.64 -2.49 -5.53 -0.561
O -0.59 -1.96 -6.03 -0.506
H 0.57 -3.57 -5.36 0.298
H 1.46 -2.30 -6.21 0.268
H 0.93 -1.98 -4.61 0.217
H -0.75 -2.26 -6.92 0.277
C 0.13 6.66 -0.82 -1.412
C -0.26 5.18 -1.20 0.655
C -1.03 4.59 -0.06 -0.999
O -1.52 3.25 -0.34 -0.289
C -1.85 2.51 0.84 -0.783
N -1.10 5.19 -2.40 -0.651
H 0.64 6.72 0.15 0.362
H -0.70 7.35 -0.91 0.350
H 0.83 7.07 -1.56 0.399
H 0.64 4.57 -1.30 0.176
H -1.96 5.06 0.24 0.339
H -0.45 4.51 0.86 0.416
H -2.27 1.52 0.64 0.305
H -2.62 2.95 1.48 0.298
H -0.96 2.43 1.46 0.305
H -1.74 5.98 -2.36 0.244
H -0.45 5.50 -3.11 0.279
C -8.10 -4.24 0.41 -1.673
C -7.29 -3.04 0.71 0.695
C -6.76 -3.05 2.13 -0.966
O -6.26 -1.68 2.49 -0.346
C -5.38 -1.71 3.63 -0.667
N -6.16 -3.02 -0.15 -0.685
H -7.74 -5.25 0.61 0.376
H -8.37 -4.07 -0.63 0.449
H -9.08 -4.12 0.87 0.415
H -7.83 -2.12 0.47 0.222
H -5.95 -3.78 2.08 0.377
H -7.51 -3.41 2.84 0.454
H -6.07 -2.06 4.40 0.308
H -4.87 -0.76 3.82 0.247
H -4.54 -2.39 3.48 0.262
H -5.96 -3.95 -0.48 0.269
H -5.38 -2.87 0.48 0.265
C 2.72 2.37 -7.59 -1.423
C 1.83 1.94 -6.33 0.540
C 2.48 1.93 -4.97 -0.884
O 1.63 1.58 -3.83 -0.293
C 2.40 1.26 -2.65 -0.808
N 0.69 2.83 -6.34 -0.650
H 2.02 2.51 -8.41 0.404
H 3.36 1.54 -7.86 0.376
H 3.17 3.35 -7.39 0.377
H 1.37 0.98 -6.58 0.274
H 3.01 2.82 -4.65 0.361
H 3.31 1.22 -5.08 0.347
H 1.97 1.62 -1.71 0.231
H 3.43 1.59 -2.57 0.370
H 2.41 0.17 -2.60 0.308
H 1.04 3.77 -6.35 0.249
H 0.32 2.67 -7.27 0.230
C 4.48 -0.92 8.78 -1.249
C 4.89 0.09 7.66 0.417
C 3.63 0.81 7.27 -0.814
O 2.58 -0.11 6.77 -0.370
C 2.88 -0.72 5.52 -0.700
N 5.77 1.14 8.21 -0.785
H 5.32 -1.38 9.31 0.376
H 3.91 -1.74 8.35 0.332
H 3.78 -0.54 9.52 0.298
H 5.45 -0.46 6.90 0.308
H 3.79 1.72 6.69 0.423
H 3.13 1.24 8.14 0.385
H 3.66 -1.48 5.49 0.244
H 3.20 0.04 4.81 0.326
H 1.98 -1.26 5.25 0.282
H 6.06 1.90 7.62 0.252
H 5.18 1.62 8.88 0.274
```

=====

No. 2
This record from the OMol25 dataset describes 7 unconnected molecules or ions with the total composition C18H52N2O12. The level of theory is the ωB97M-V functional and the def2-TZVPD basis.

Calculated values
SMILES: COC[C@H](C)N.COC[C@H](C)N.OCCO.OCCO.OCCO.OCCO.OCCO
Energy above the lowest of the compared OMol25 structures with the same formula, charge and spin: 40.89 kcal per mole

```
84
Properties=species:S:1:pos:R:3:mulliken_charge:R:1
C -4.12 -1.13 0.44 -1.033
O -2.74 -0.93 0.38 0.269
C -2.33 -0.12 -0.72 -1.415
C -1.82 1.24 -0.26 1.565
C -2.95 2.14 0.19 -1.639
N -1.13 1.97 -1.35 -0.437
H -4.74 -0.25 0.65 0.354
H -4.37 -1.88 1.20 0.208
H -4.53 -1.53 -0.50 0.394
H -1.54 -0.70 -1.23 0.184
H -3.13 -0.03 -1.48 0.636
H -1.13 1.03 0.56 -0.478
H -3.68 2.27 -0.62 0.385
H -2.73 3.17 0.47 0.308
H -3.51 1.77 1.06 0.301
H -0.22 1.52 -1.46 0.165
H -1.65 1.77 -2.21 0.335
C 1.21 4.78 1.27 -0.563
O 0.41 5.53 0.38 -0.322
C 0.77 5.32 -0.96 -0.391
C -0.27 5.94 -1.92 0.023
C -0.57 7.40 -1.58 -1.381
N -1.57 5.21 -1.69 -0.813
H 2.26 4.80 0.99 0.341
H 0.86 3.75 1.39 0.012
H 1.07 5.25 2.25 0.283
H 1.77 5.66 -1.27 0.463
H 0.80 4.25 -1.22 0.179
H 0.09 5.77 -2.93 0.485
H -1.09 7.87 -2.42 0.389
H 0.37 7.94 -1.45 0.355
H -1.22 7.53 -0.72 0.275
H -1.43 4.20 -1.78 0.315
H -1.64 5.35 -0.68 0.354
O 0.60 -4.36 1.82 -0.536
C -0.68 -3.98 2.28 -0.121
C -1.71 -4.20 1.16 0.012
O -1.94 -5.60 0.91 -0.586
H 0.62 -5.28 1.55 0.321
H -1.02 -4.68 3.05 0.347
H -0.67 -2.97 2.66 -0.005
H -1.27 -3.79 0.24 -0.008
H -2.69 -3.76 1.35 0.215
H -2.68 -5.84 1.47 0.367
O 6.86 -0.82 -3.72 -0.551
C 5.93 0.08 -3.11 -0.663
C 4.98 -0.71 -2.24 0.205
O 4.29 -1.64 -3.07 -0.529
H 6.35 -1.42 -4.28 0.318
H 6.56 0.81 -2.61 0.366
H 5.23 0.49 -3.85 0.278
H 4.18 -0.02 -1.92 -0.008
H 5.35 -1.22 -1.35 0.337
H 3.89 -2.40 -2.62 0.232
O 0.78 -0.54 2.28 -0.732
C 0.89 -1.19 1.01 0.487
C 1.87 -0.39 0.19 -0.186
O 1.53 0.98 0.04 -0.435
H -0.12 -0.22 2.43 0.317
H 1.27 -2.21 1.09 0.453
H -0.08 -1.11 0.50 -0.203
H 1.92 -0.82 -0.81 -0.409
H 2.86 -0.44 0.65 0.303
H 1.43 1.33 0.93 0.240
O 3.49 -4.10 -2.01 -0.541
C 2.08 -3.99 -1.78 -0.177
C 1.35 -3.07 -2.79 -0.594
O 1.76 -3.13 -4.12 -0.481
H 3.85 -4.75 -1.41 0.301
H 1.65 -4.96 -2.06 0.474
H 1.73 -3.75 -0.78 0.111
H 1.47 -2.06 -2.40 0.207
H 0.30 -3.35 -2.63 0.434
H 1.68 -4.04 -4.43 0.333
O -2.94 -2.66 5.49 -0.517
C -3.49 -1.87 4.45 -0.674
C -2.45 -0.92 3.92 0.451
O -2.36 0.21 4.79 -0.610
H -3.65 -2.83 6.11 0.318
H -3.92 -2.49 3.65 0.217
H -4.38 -1.30 4.73 0.419
H -2.68 -0.56 2.91 -0.109
H -1.42 -1.30 3.92 0.151
H -2.08 -0.06 5.67 0.355
```

=====

No. 3
This record from the OMol25 dataset describes 12 unconnected molecules or ions with the total composition C18H53BN22O16S. The level of theory is the ωB97M-V functional and the def2-TZVPD basis.

Calculated values
SMILES: CCSCC1=C(B(O)O)C(=O)OC1=O.NC(N)=O.NC(N)=O.NC(N)=O.NC(N)=O.NC(N)=O.NC(N)=O.NC(N)=O.NC(N)=O.NC(N)=O.NC(N)=O.NC(N)=O

```
111
Properties=species:S:1:pos:R:3:mulliken_charge:R:1
C 1.57 0.72 -4.07 -0.769
C 0.45 0.03 -4.91 -0.286
S -0.13 -1.44 -3.95 0.032
C -1.55 -0.72 -3.02 -0.184
C -2.68 -0.47 -3.97 0.249
C -3.36 0.65 -4.18 0.493
B -3.05 2.01 -3.41 0.727
O -3.73 2.43 -2.31 -0.653
O -2.05 2.82 -3.90 -0.603
C -4.43 0.39 -5.23 0.008
O -4.96 1.08 -5.97 -0.469
O -4.64 -1.00 -5.10 -0.322
C -3.34 -1.46 -4.96 0.023
O -2.82 -2.33 -5.51 -0.444
H 2.10 1.41 -4.73 0.380
H 2.20 -0.08 -3.69 0.182
H 1.06 1.24 -3.25 0.164
H 0.82 -0.32 -5.88 0.488
H -0.44 0.66 -5.00 -0.016
H -1.90 -1.46 -2.29 -0.152
H -1.28 0.20 -2.51 0.411
H -3.77 1.76 -1.61 0.365
H -1.92 2.56 -4.83 0.339
N -3.92 -2.54 -0.14 -0.386
C -4.50 -1.32 -0.26 0.694
N -5.85 -1.29 -0.01 -0.433
O -3.88 -0.31 -0.56 -0.489
H -4.41 -3.37 0.10 0.173
H -2.92 -2.59 -0.32 0.202
H -6.31 -0.41 -0.09 0.220
H -6.38 -2.10 0.24 0.137
N 5.86 1.55 -5.61 -0.353
C 5.44 1.11 -4.40 0.660
N 6.14 1.60 -3.33 -0.421
O 4.50 0.34 -4.26 -0.736
H 6.62 2.19 -5.75 0.151
H 5.36 1.21 -6.42 0.201
H 5.85 1.29 -2.42 0.222
H 6.91 2.24 -3.42 0.170
N 0.52 -0.88 1.80 -0.278
C 0.07 -1.10 0.53 0.686
N 0.56 -0.26 -0.42 -0.244
O -0.72 -1.99 0.27 -0.697
H 1.16 -0.15 2.04 0.125
H 0.16 -1.48 2.52 0.175
H 0.24 -0.40 -1.36 0.128
H 1.21 0.48 -0.23 0.154
N 4.73 -4.78 -3.56 -0.325
C 4.23 -3.51 -3.60 0.517
N 5.16 -2.55 -3.87 -0.069
O 3.05 -3.26 -3.41 -0.676
H 5.70 -5.00 -3.71 0.188
H 4.09 -5.52 -3.36 0.200
H 4.83 -1.60 -3.91 0.058
H 6.13 -2.75 -4.02 0.240
N 4.13 4.74 -8.02 -0.401
C 4.88 4.88 -6.90 0.720
N 4.19 5.27 -5.79 -0.392
O 6.08 4.66 -6.88 -0.662
H 3.14 4.91 -8.06 0.163
H 4.60 4.45 -8.86 0.215
H 4.71 5.39 -4.94 0.205
H 3.21 5.46 -5.78 0.168
N 9.49 -5.65 -4.32 -0.398
C 9.00 -4.38 -4.36 0.589
N 9.92 -3.41 -4.63 -0.408
O 7.82 -4.12 -4.17 -0.582
H 10.45 -5.88 -4.47 0.165
H 8.84 -6.39 -4.12 0.205
H 9.59 -2.46 -4.67 0.205
H 10.89 -3.60 -4.79 0.163
N -1.06 -1.38 6.24 -0.167
C -1.11 -1.83 4.96 0.644
N -2.33 -1.78 4.36 -0.292
O -0.13 -2.26 4.37 -0.814
H -1.85 -1.03 6.74 0.142
H -0.17 -1.41 6.71 0.114
H -2.39 -2.11 3.42 0.198
H -3.16 -1.44 4.81 0.142
N 2.42 0.31 8.09 -0.390
C 1.15 0.65 8.46 0.632
N 1.00 1.92 8.92 -0.411
O 0.21 -0.13 8.37 -0.667
H 3.20 0.94 8.16 0.166
H 2.56 -0.62 7.75 0.216
H 0.07 2.20 9.20 0.221
H 1.75 2.58 9.00 0.162
N -2.33 -2.02 9.22 -0.184
C -2.94 -2.40 10.38 0.537
N -2.38 -1.88 11.52 -0.349
O -3.91 -3.14 10.41 -0.656
H -1.53 -1.41 9.19 0.209
H -2.71 -2.38 8.37 0.131
H -2.80 -2.14 12.39 0.203
H -1.58 -1.28 11.52 0.168
N -5.20 1.96 3.81 -0.269
C -3.91 1.67 3.51 0.573
N -3.73 0.94 2.37 -0.085
O -2.97 2.03 4.21 -0.676
H -5.99 1.68 3.25 0.178
H -5.37 2.49 4.64 0.146
H -2.79 0.70 2.11 0.043
H -4.48 0.64 1.78 0.045
N -9.27 4.34 4.36 -0.407
C -8.35 3.83 3.49 0.643
N -7.93 4.69 2.52 -0.362
O -7.94 2.68 3.57 -0.657
H -9.63 5.27 4.31 0.159
H -9.61 3.73 5.08 0.224
H -7.25 4.35 1.87 0.211
H -8.25 5.63 2.44 0.163
```

=====

No. 4
This record from the OMol25 dataset describes a molecular structure, C18H54N3O7PS6. The level of theory is the ωB97M-V functional and the def2-TZVPD basis.

Calculated values
Energy above the lowest of the compared OMol25 structures with the same formula, charge and spin: 707.42 kcal per mole

```
89
Properties=species:S:1:pos:R:3:mulliken_charge:R:1
O 3.25 2.11 2.06 -0.972
P 2.38 2.25 0.82 0.261
N 0.98 1.32 0.66 0.680
C 0.50 0.52 1.84 -0.413
C 0.01 1.55 -0.41 -0.711
N 3.20 1.98 -0.66 0.351
C 4.19 2.95 -1.18 -1.148
C 3.21 0.61 -1.09 -0.617
N 1.60 3.73 0.82 0.280
C 0.85 4.23 2.03 -0.864
C 1.40 4.44 -0.42 -1.213
H -0.21 1.05 2.47 -0.170
H 1.39 0.32 2.44 -1.167
H 0.28 -0.52 1.61 0.362
H -0.38 0.55 -0.57 -0.198
H 0.49 2.02 -1.26 0.807
H -0.79 2.14 0.05 0.274
H 3.88 3.49 -2.07 0.376
H 4.32 3.78 -0.48 0.375
H 5.19 2.51 -1.24 0.404
H 3.76 -0.03 -0.39 0.469
H 2.17 0.35 -1.24 -0.299
H 3.67 0.63 -2.08 0.500
H 0.32 5.17 1.88 0.400
H 0.00 3.58 2.18 0.237
H 1.35 4.14 2.99 0.252
H 1.80 3.96 -1.31 0.360
H 1.94 5.39 -0.46 0.277
H 0.32 4.50 -0.56 0.414
C 2.64 -0.57 3.23 -0.884
S 1.98 -2.06 2.34 0.275
O 1.12 -1.57 1.18 -0.187
C 3.60 -2.63 1.69 -1.087
H 1.90 0.07 3.72 0.386
H 2.70 0.21 2.47 0.080
H 3.62 -0.76 3.66 0.450
H 4.14 -1.83 1.18 0.325
H 3.33 -3.43 1.00 0.541
H 4.07 -3.14 2.53 0.475
C -3.19 2.26 1.73 -1.217
S -1.71 1.48 2.56 1.379
O -1.46 2.55 3.65 -0.877
C -2.76 0.05 3.17 -1.420
H -3.56 1.43 1.14 0.600
H -2.99 3.09 1.04 0.299
H -3.93 2.69 2.41 0.486
H -3.17 -0.64 2.43 0.449
H -3.56 0.50 3.76 0.470
H -2.28 -0.53 3.96 0.461
C 0.94 -3.67 0.36 -1.183
S 0.98 -3.17 -1.42 -0.280
O -0.47 -2.83 -1.66 -0.073
C 1.95 -1.59 -1.15 -1.422
H 1.85 -3.53 0.95 0.392
H 0.61 -4.71 0.37 0.502
H 0.23 -2.90 0.67 0.207
H 2.31 -1.42 -2.17 0.700
H 2.81 -1.68 -0.48 0.589
H 1.29 -0.81 -0.80 0.429
C -0.80 -1.54 -2.99 -0.816
S -1.87 -0.11 -3.46 0.209
O -2.26 0.81 -2.36 -0.492
C -0.73 0.76 -4.56 -0.851
H -1.09 -2.46 -3.50 0.319
H -0.74 -1.80 -1.93 -0.377
H 0.23 -1.33 -3.27 0.770
H -0.10 0.01 -5.04 0.394
H -0.02 1.26 -3.90 0.168
H -1.31 1.50 -5.12 0.331
C -2.59 -3.38 -1.84 -1.256
S -3.88 -2.21 -2.57 0.777
O -4.47 -2.80 -3.84 -0.859
C -5.05 -2.51 -1.14 -1.066
H -1.89 -3.69 -2.62 0.446
H -2.93 -4.35 -1.49 0.485
H -1.85 -2.93 -1.17 0.793
H -4.72 -2.15 -0.17 0.209
H -5.35 -3.56 -1.19 0.337
H -5.97 -2.01 -1.44 0.401
C -1.25 -1.76 1.11 -1.528
S -1.80 -1.24 -0.58 1.280
O -3.30 -1.73 -0.46 -0.599
C -1.77 0.60 -0.20 -1.295
H -1.38 -2.84 1.09 0.840
H -1.70 -1.21 1.93 0.160
H -0.18 -1.53 1.20 0.727
H -1.57 1.05 -1.17 0.171
H -0.97 0.74 0.54 -0.225
H -2.78 0.79 0.14 0.373
```

=====

No. 5
This record from the OMol25 dataset describes 9 unconnected molecules or ions with the total composition C18H54O18. The level of theory is the ωB97M-V functional and the def2-TZVPD basis.

Calculated values
SMILES: OCCO.OCCO.OCCO.OCCO.OCCO.OCCO.OCCO.OCCO.OCCO
Energy above the lowest of the compared OMol25 structures with the same formula, charge and spin: 36.95 kcal per mole

```
90
Properties=species:S:1:pos:R:3:mulliken_charge:R:1
O 4.33 -1.05 2.36 -0.540
C 4.21 -1.48 0.93 -0.437
C 3.43 -0.42 0.13 0.419
O 3.52 -0.59 -1.31 -0.611
H 5.23 -0.76 2.53 0.315
H 5.21 -1.62 0.48 0.364
H 3.72 -2.46 0.90 0.043
H 3.81 0.56 0.40 0.613
H 2.35 -0.51 0.32 -0.606
H 3.16 -1.46 -1.51 0.276
O -1.64 -0.40 -6.20 -0.580
C -2.79 -0.31 -5.33 -0.155
C -3.97 -0.94 -6.02 -0.454
O -4.06 -0.45 -7.37 -0.569
H -1.90 -0.18 -7.11 0.326
H -2.48 -0.84 -4.43 0.202
H -3.02 0.74 -5.13 0.231
H -4.88 -0.59 -5.51 0.295
H -3.89 -2.02 -6.09 0.335
H -4.22 0.50 -7.34 0.313
O 0.19 -5.31 -2.18 -0.558
C 1.22 -4.59 -2.90 -0.717
C 1.43 -3.24 -2.28 0.445
O 2.31 -3.28 -1.13 -0.570
H 0.57 -5.66 -1.36 0.306
H 2.16 -5.14 -2.82 0.303
H 0.83 -4.50 -3.91 0.341
H 0.44 -2.86 -2.00 0.105
H 1.97 -2.62 -3.01 0.064
H 1.84 -3.77 -0.37 0.167
O -1.71 -3.34 1.30 -0.519
C -0.69 -3.44 2.33 -0.567
C 0.73 -3.24 1.80 0.079
O 1.19 -4.36 1.13 -0.459
H -1.44 -3.86 0.53 0.309
H -0.90 -2.72 3.13 0.378
H -0.66 -4.44 2.84 0.318
H 1.42 -2.90 2.59 0.446
H 0.70 -2.34 1.16 -0.210
H 1.51 -5.02 1.75 0.288
O 1.48 2.55 3.66 -0.419
C 2.56 3.26 3.02 0.252
C 3.71 3.27 3.90 -0.583
O 3.35 3.88 5.20 -0.559
H 0.82 2.40 2.93 0.216
H 2.83 2.68 2.12 -0.051
H 2.32 4.28 2.70 0.271
H 4.53 3.84 3.46 0.354
H 4.07 2.25 4.14 0.248
H 2.57 3.40 5.53 0.305
O -1.64 0.71 5.84 -0.537
C -2.01 1.97 5.11 0.536
C -2.98 2.81 5.93 -0.460
O -4.08 2.10 6.42 -0.501
H -2.34 0.06 5.75 0.305
H -1.10 2.55 4.94 0.133
H -2.40 1.70 4.11 -0.297
H -3.27 3.70 5.35 0.252
H -2.42 3.19 6.79 0.327
H -4.59 1.76 5.68 0.297
O -3.26 1.53 1.67 -0.418
C -4.07 2.27 0.74 -0.459
C -3.70 3.70 0.81 -0.481
O -2.54 3.86 -0.03 -0.495
H -3.82 0.98 2.22 0.206
H -4.05 1.87 -0.27 0.299
H -5.12 2.16 1.05 0.444
H -3.45 3.98 1.85 0.234
H -4.50 4.37 0.46 0.414
H -2.15 4.74 0.04 0.275
O 0.72 -1.04 -4.93 -0.443
C 1.71 0.02 -5.24 -0.498
C 2.59 0.36 -4.08 -0.185
O 1.86 0.99 -3.02 -0.548
H -0.11 -0.81 -5.42 0.328
H 2.36 -0.28 -6.09 0.276
H 1.22 0.93 -5.63 0.340
H 3.34 1.11 -4.45 0.317
H 3.29 -0.45 -3.79 0.188
H 2.29 0.76 -2.18 0.299
O 0.06 -0.56 -0.95 -0.157
C -0.56 0.61 -0.39 -0.001
C -0.06 0.77 1.02 0.388
O -0.38 2.12 1.63 -0.464
H 0.32 -0.44 -1.87 0.060
H -0.24 1.49 -0.97 0.375
H -1.66 0.65 -0.43 -0.042
H 1.01 0.51 1.04 -0.163
H -0.45 0.04 1.78 0.084
H -1.32 2.31 1.56 0.008
```

=====

Record-wise LUMO values, in Ha: 0.08934; 0.00725; 0.01226; -0.00915; 0.00049
Record-wise E values, in eV: -58455.0787; -47054.8441; -96594.0357; -112609.7422; -56391.3485